No. 1
Molecular formula: C4H4OS3
Method: DFT, wB97M-V/def2-TZVPD

Element x y z (Å)
S: 0.71260 0.52619 -1.54953
S: 2.32761 -2.35212 -1.88974
S: 0.45281 -1.77757 0.27835
O: -0.62944 1.47286 0.77494
C: -1.05433 -0.96815 0.53238
C: 1.39743 -1.15364 -1.22859
C: -1.51878 0.38288 0.78740
C: 0.60236 1.40118 0.11400
H: -2.58118 0.71980 1.10443
H: -1.96255 -1.74055 0.37409
H: 0.73934 2.45689 -0.03108
H: 1.51415 1.03224 0.73336

Cartesian forces (eV/Å) of the 6 atoms listed first:
S 1.06 -0.26 -0.11
S -0.72 2.36 0.19
S 1.47 0.07 -0.64
O -2.02 -1.84 0.12
C -5.12 2.65 0.02
C -1.99 -0.90 1.79

* lowest unoccupied orbital energy: -0.7854 eV
* gap between HOMO and LUMO: 7.60 eV
* HOMO level: -0.3083 Ha
* structure (SMILES): S=C1SC=COCS1
* E_tot: -1424.4943 a.u.



No. 2
Molecular formula: C2H5BrO3S
Method: DFT, wB97M-V/def2-TZVPD

Element x y z (Å)
Br: 2.30189 0.16776 0.32847
S: -0.75730 1.26980 -0.03191
O: -0.27115 2.15529 1.02038
O: -0.87896 -0.24547 0.71875
O: -1.82310 1.50752 -0.97234
C: 1.53654 0.87282 -1.14226
C: -1.05820 -1.37943 -0.14010
H: -0.70350 -2.14732 0.44496
H: 1.61631 0.31097 -1.98664
H: -0.54008 -1.38185 -1.04419
H: 1.68932 1.87766 -1.08330
H: -2.04916 -1.60040 -0.38462

Cartesian forces (eV/Å) of the 6 atoms listed first:
Br 1.15 -1.19 1.35
S 3.78 -1.66 -0.63
O -1.59 -0.86 -1.13
O -0.37 2.06 -1.10
O -0.01 0.06 1.09
C -3.08 0.15 3.06

* lowest unoccupied orbital energy (spin up / spin down): -1.0863 / -1.0847 eV
* gap between HOMO and LUMO (spin up / spin down): 8.00 / 8.00 eV
* HOMO level (spin up / spin down): -0.3337 / -0.3338 Ha
* E_tot: -3276.9865 a.u.



No. 3
Molecular formula: C26H35N3RuSSi2Te
Method: DFT, wB97M-V/def2-TZVPD

Element x y z (Å)
Te: 0.18009 0.93658 -2.54957
Ru: -0.08776 -0.05161 0.05805
S: -1.90941 1.94143 0.40147
Si: 1.62927 1.65337 0.43610
Si: -0.52085 -0.22839 4.93732
N: -4.52636 1.84230 0.48915
N: -2.31188 -0.93839 0.82701
N: -3.46773 -0.18393 0.62660
C: 5.37231 -1.06779 -0.22275
C: -0.66368 -1.00669 -2.17220
C: -0.78072 0.17030 -7.35312
C: 3.06021 0.46311 0.07361
C: -3.38044 1.15171 0.50880
C: 1.15277 -0.01743 5.77007
C: -1.32385 1.22290 -5.26391
C: 3.93810 0.70567 -0.98497
C: -1.98636 -1.28219 -2.52886
C: 4.48536 -1.34768 0.80734
C: -0.23134 -0.60929 3.14357
C: -2.56273 -2.49288 -2.19440
C: 3.32714 -0.59645 0.94580
C: -0.25855 0.55978 -4.67429
C: -0.55959 -3.15457 -1.04126
C: 5.09087 -0.05035 -1.12584
C: 0.05591 -1.94937 -1.41031
C: 0.54722 -0.29633 -5.40290
C: -1.49657 -1.61576 5.75581
C: 1.60553 2.16740 2.25905
C: -1.53215 1.36814 4.92130
C: -0.01869 -0.77685 1.94962
C: 0.28393 -0.48668 -6.75194
C: -1.59078 1.01679 -6.61080
C: 1.80661 3.28700 -0.50878
C: -1.85625 -3.42656 -1.42858
H: -3.56687 -2.71495 -2.53312
H: -0.96753 0.03583 -8.41013
H: -1.93870 1.89369 -4.67806
H: 0.59893 2.45794 2.55868
H: 3.74277 1.51339 -1.68064
H: 4.70350 -2.13993 1.51171
H: 2.63789 -0.81611 1.75457
H: 6.28248 -1.64462 -0.32168
H: 2.69808 3.81006 -0.16117
H: -1.63468 -1.40480 6.81786
H: -2.15461 -1.12292 1.81505
H: -2.48250 -1.73919 5.30574
H: -5.42804 1.39627 0.46395
H: -1.80980 1.67832 5.93017
H: 0.92361 -1.13641 -7.33376
H: 1.77051 -0.90562 5.63010
H: 5.78547 0.16862 -1.92658
H: -0.96613 2.18039 4.46537
H: 1.92987 1.34796 2.89788
H: -4.48385 2.83595 0.34270
H: 1.13901 -1.85921 -1.31001
H: 0.94179 3.91911 -0.29485
H: -2.44818 1.24301 4.34080
H: 0.00637 -3.88357 -0.47639
H: -4.36417 -0.59202 0.84936
H: -2.31439 -4.36694 -1.15228
H: -2.41921 1.53455 -7.07529
H: -0.96716 -2.56643 5.67889
H: -2.54157 -0.56625 -3.12252
H: 2.27257 3.01810 2.40853
H: 1.03213 0.14142 6.84313
H: 1.69874 0.83483 5.36421
H: 1.87396 3.17382 -1.59111
H: -2.39312 -1.81783 0.33387
H: 1.37321 -0.81375 -4.93113

Cartesian forces (eV/Å) of the 6 atoms listed first:
Te 0.18 -0.73 -2.23
Ru -1.80 0.81 1.59
S 1.35 -0.39 -0.01
Si 0.49 -0.10 0.73
Si -0.01 0.04 0.02
N 0.03 -0.01 -0.05

* lowest unoccupied orbital energy (spin up / spin down): -4.1256 / -3.9320 eV
* charge: +1
* gap between HOMO and LUMO (spin up / spin down): 6.57 / 6.62 eV
* HOMO level (spin up / spin down): -0.3929 / -0.3877 Ha
* 2S+1: 2
* E_tot: -2515.7753 a.u.



No. 4
Molecular formula: H28O14
Method: DFT, wB97M-V/def2-TZVPD

Element x y z (Å)
O: 0.29100 -1.21500 3.50100
O: -3.40800 -0.79700 2.27400
O: -2.43800 -2.14600 7.43400
O: 1.45100 -3.70600 4.92900
O: -1.73700 -0.15400 5.46000
O: -4.99100 -4.45200 5.24100
O: -0.89700 -5.00800 6.45700
O: -1.56800 -3.06700 4.61200
O: 0.21400 -1.82000 6.55700
O: -1.06600 1.02900 3.28700
O: -2.81600 -5.74300 4.59000
O: -3.83400 -3.21900 3.07300
O: -0.43800 -4.92700 3.21400
O: 0.45100 -3.09500 1.55900
H: 0.40800 -2.61100 2.34700
H: 1.15600 -1.01000 3.88300
H: 0.63700 -1.19300 7.17700
H: -2.68000 -5.85300 3.67700
H: -2.28400 -3.14700 3.98400
H: -0.46100 -3.04200 1.29300
H: -0.95000 -4.30500 3.76500
H: -1.38600 0.72500 4.17900
H: -4.32000 -3.60500 3.84100
H: -5.66400 -5.14400 5.00800
H: -2.87600 -2.94600 7.61900
H: -3.44100 -1.69700 2.67600
H: 0.05800 -4.30100 2.72600
H: 0.91900 -2.09500 5.91800
H: -1.58100 -5.32800 5.86700
H: 0.65700 -4.15900 4.68000
H: -2.43200 -0.76600 5.35900
H: -1.02200 -0.62500 5.91600
H: -1.81600 1.07900 2.68300
H: -3.23500 -6.61200 4.81000
H: -3.60700 -3.93600 2.53000
H: -0.20400 -0.42700 3.25700
H: -1.11900 -2.25000 4.27700
H: -1.61200 -2.33100 7.01000
H: -4.30300 -0.61200 1.94400
H: -0.86100 -4.05600 6.35500
H: -4.13200 -4.89200 5.09000
H: 1.80100 -4.13600 5.73200

Cartesian forces (eV/Å) of the 6 atoms listed first:
O 0.69 -1.62 0.48
O -0.09 0.10 0.00
O -0.33 1.95 0.23
O 1.67 1.00 0.98
O 1.12 1.40 0.43
O -1.12 -0.76 -0.46

* lowest unoccupied orbital energy: -0.5118 eV
* gap between HOMO and LUMO: 10.22 eV
* HOMO level: -0.3944 Ha
* E_tot: -1070.1557 a.u.